# 1
This record from OMol25 describes a molecular structure, C15H29AsN3O2Sr in a non-equilibrium geometry. The level of theory is ωB97M-V with the def2-TZVPD basis set.

```
51
Properties=species:S:1:pos:R:3:forces:R:3
Sr 0.2169 1.9080 -1.2140 0.2 0.2 0.0
N -0.7291 -0.1567 -2.8224 1.0 0.1 0.4
C -1.6691 0.2900 -3.8772 -2.3 -0.6 1.1
C -2.5980 1.4649 -3.4065 0.1 -0.3 -0.2
C -1.9998 2.8382 -3.6834 1.2 0.3 -0.5
N -0.5006 2.8655 -3.6222 0.0 0.3 1.0
H 0.1265 -0.6111 -3.1896 -1.0 0.3 0.0
H -1.1338 -0.8120 -2.1493 -0.1 0.2 -0.6
H -2.4188 -0.5335 -4.0919 1.3 0.7 -0.3
H -1.1192 0.6230 -4.7399 0.2 -0.3 -0.4
H -2.8718 1.3231 -2.3549 0.1 -0.1 0.0
H -3.5575 1.4343 -3.9753 0.7 -0.2 0.5
H -2.3131 3.6316 -3.0178 -0.5 0.0 0.2
H -2.2931 3.0841 -4.6957 -0.2 0.4 -0.2
H -0.1437 3.7873 -3.3523 -0.4 -0.1 0.1
H -0.0768 2.7318 -4.5170 0.1 -0.4 -0.6
N 2.1121 2.6895 1.5606 -1.5 0.5 0.1
C 2.4664 4.1187 1.5270 0.0 0.0 -0.1
C 1.3653 4.9623 0.9312 -1.3 0.8 -0.6
C 0.7049 4.3488 -0.2971 0.0 0.3 0.4
O 1.3767 4.0825 -1.3282 0.4 -0.4 0.0
O -0.5246 4.0534 -0.2099 0.0 -0.7 -0.1
H 1.4583 2.5583 2.3256 -0.3 -0.1 -0.1
H 2.8623 2.0877 1.8053 1.1 -0.3 0.0
H 3.2388 4.2367 0.8176 1.3 -0.2 -0.6
H 2.8163 4.5355 2.4811 -0.2 -0.2 -0.1
H 1.7199 5.9436 0.5778 0.3 -0.3 0.4
H 0.5164 5.1569 1.5765 0.1 0.0 0.5
C -1.4741 -1.4775 0.4619 1.6 -1.4 -0.2
As 0.3142 -0.7734 0.9527 0.1 -0.5 0.8
C 0.3973 -0.7392 2.9287 0.5 0.4 0.3
C 1.3133 -2.5103 0.8528 -0.4 0.9 0.6
C 0.6625 -3.6511 1.6197 0.3 0.5 -2.1
C -0.1170 -4.5873 0.9278 -0.3 0.3 -0.5
C -0.5148 -5.7407 1.5769 0.6 -0.5 0.3
C -0.0967 -5.9636 2.8863 -0.6 -0.1 0.2
C 0.6970 -5.0343 3.5479 -1.7 -1.1 0.1
C 1.0146 -3.8767 2.9220 2.1 1.0 0.3
H -1.8341 -2.3040 1.1437 0.1 1.2 -0.8
H -1.2163 -1.9170 -0.5592 -0.8 0.4 1.2
H -2.0460 -0.5774 0.3690 -1.0 0.0 0.0
H -0.1465 -1.6046 3.2836 -0.1 -0.1 0.1
H 0.0764 0.1371 3.5034 -0.3 0.0 -0.6
H 1.4628 -0.8716 3.2037 -0.5 0.0 -0.3
H 2.3078 -2.2370 1.2648 -0.5 -0.5 -0.5
H 1.3347 -2.6494 -0.2219 0.4 -0.5 -0.1
H -0.4148 -4.4243 -0.1309 0.4 -0.1 0.8
H -0.9896 -6.5660 1.0625 -0.4 0.3 -0.1
H -0.4824 -6.8417 3.4043 0.4 0.1 -0.1
H 0.9299 -5.1967 4.5692 0.5 -0.2 0.7
H 1.7899 -3.2355 3.3731 -0.7 -0.1 -0.1
```
Positions in Å, forces in eV/Å.

E_tot = -86261.9947 eV
Net charge = +1
HOMO-LUMO gap = 0.313 hartree
LUMO = -0.1025 hartree
Relative energy (zero: lowest compared OMol25 entry of this formula, charge and spin) = 9.3 kcal/mol

***

# 2
This record from OMol25 describes 3 unconnected molecules or ions with the total composition C15H29BF7N2O14PS2. The level of theory is ωB97M-V with the def2-TZVPD basis set.

```
71
Properties=species:S:1:pos:R:3:forces:R:3
C -0.3601 -0.5396 2.8710 -0.1 0.1 0.0
C 1.1137 -0.2323 3.0504 -0.1 0.2 0.1
N 2.0015 -1.0180 2.1690 -0.2 -0.2 0.1
P 1.9225 -2.6874 1.9419 0.3 0.0 0.7
C 0.4123 -3.6772 1.5391 -0.1 0.0 0.0
O -0.4884 -2.9193 0.7573 0.0 -0.1 0.0
N -1.8237 -3.0921 1.2524 0.0 0.1 -0.1
O -2.5603 -2.4657 0.6191 0.0 0.0 0.1
B 3.6485 -3.6572 1.7808 0.0 -0.1 -0.1
O 4.6650 -3.0424 2.4379 -0.1 0.1 -0.2
O 3.7023 -4.8465 1.1323 0.3 0.4 -0.3
S 1.8087 -3.3432 4.1080 0.0 -0.1 -0.1
C 3.0435 -2.4881 5.0833 0.1 0.0 0.1
O 2.2436 -4.7293 3.9763 -0.1 0.0 0.0
O 0.5135 -3.0647 4.7040 0.0 0.0 0.0
S 2.3378 -2.3141 -0.3332 -0.2 0.0 -0.1
O 3.7955 -2.2081 -0.3430 0.1 0.0 0.0
O 1.7468 -3.3151 -1.2003 0.1 0.0 -0.1
C 1.6719 -0.6728 -1.0085 0.4 0.0 0.0
F 0.4068 -0.5720 -0.6036 -0.3 0.0 0.1
F 1.6760 -0.8248 -2.3382 0.0 0.0 -0.3
C 2.4293 0.6585 -0.6406 -0.1 -0.1 -0.2
F 1.6090 1.4257 0.0922 -0.2 0.2 0.2
F 3.5341 0.4368 0.0810 0.2 -0.1 0.1
C 2.8563 1.5120 -1.8645 0.0 0.0 -0.1
F 3.4487 2.6281 -1.4266 -0.1 -0.2 -0.1
F 1.7847 1.8558 -2.5840 0.1 0.0 0.1
F 3.7138 0.8541 -2.6399 0.0 0.1 0.1
H -0.5789 -1.5971 3.0201 0.0 0.1 0.0
H -0.9170 -0.0025 3.6424 0.0 0.0 -0.1
H -0.7259 -0.2114 1.8961 0.1 -0.1 0.0
H 1.3853 -0.3350 4.1077 0.0 -0.2 -0.1
H 1.2900 0.8133 2.7842 0.0 -0.1 0.0
H 2.9796 -0.7768 2.3122 0.0 0.1 -0.2
H -0.0641 -4.0268 2.4590 0.0 0.1 0.0
H 0.7784 -4.5405 0.9751 0.0 0.1 0.0
H 5.5050 -3.1574 1.9716 0.0 -0.2 0.3
H 3.4393 -4.8286 0.2011 -0.2 -0.1 0.1
H 2.5573 -2.2112 6.0189 0.1 0.0 -0.1
H 3.8686 -3.1795 5.2428 0.0 0.1 0.0
H 3.4036 -1.6000 4.5655 -0.1 0.0 0.0
C -5.3836 0.6318 0.5776 -0.1 0.0 0.0
C -5.0437 -0.1106 1.8504 0.2 0.0 0.0
O -6.1769 -0.2065 2.7333 -0.1 0.0 0.0
C -7.0603 -1.1545 2.4237 0.0 0.0 0.0
O -6.9760 -1.9368 1.5115 0.0 0.0 0.0
O -8.0591 -1.0970 3.3060 0.0 0.0 0.0
C -9.1013 -2.0523 3.0832 0.0 0.0 0.0
H -5.8022 1.6119 0.8085 0.0 0.0 0.0
H -4.4828 0.7696 -0.0214 0.0 0.0 0.0
H -6.1077 0.0736 -0.0139 0.0 0.0 0.0
H -4.2970 0.4289 2.4310 0.0 0.0 0.0
H -4.6652 -1.1097 1.6393 -0.1 0.0 0.0
H -8.6931 -3.0585 3.0172 0.0 0.0 0.0
H -9.6398 -1.8188 2.1661 0.0 0.0 0.0
H -9.7631 -1.9664 3.9394 0.0 0.0 0.0
C 1.5285 2.9203 -5.8797 0.0 0.1 -0.1
C 2.1874 3.8984 -4.9331 0.0 -0.1 0.1
O 2.7964 4.9955 -5.6404 0.0 0.1 0.0
C 1.9588 5.9500 -6.0407 0.0 0.0 0.0
O 0.7723 5.9907 -5.8341 0.1 0.0 0.0
O 2.6606 6.8679 -6.7076 0.0 0.0 0.0
C 1.8804 7.9523 -7.2207 0.0 0.0 0.0
H 2.2434 2.5779 -6.6286 0.0 0.0 0.0
H 1.1648 2.0551 -5.3251 0.0 0.0 0.0
H 0.6848 3.3837 -6.3890 0.0 0.0 0.0
H 3.0146 3.4322 -4.4020 0.0 0.0 0.0
H 1.4804 4.2879 -4.2016 0.0 0.0 0.0
H 1.2890 8.4089 -6.4299 0.0 0.0 0.0
H 1.2191 7.6025 -8.0118 0.0 0.0 0.0
H 2.5971 8.6643 -7.6182 0.0 0.0 0.0
```
Positions in Å, forces in eV/Å.

E_tot = -98327.0861 eV
HOMO-LUMO gap = 0.324 hartree
LUMO = -0.0142 hartree
SMILES string = CCNP(CON=O)(B(O)O)(S(C)(=O)=O)S(=O)(=O)C(F)(F)C(F)(F)C(F)(F)F.CCOC(=O)OC.CCOC(=O)OC

***

# 3
This record from OMol25 describes a molecular structure, C15H29BiO in a non-equilibrium geometry. The level of theory is ωB97M-V with the def2-TZVPD basis set.

```
46
Properties=species:S:1:pos:R:3:forces:R:3
C -0.3107 -2.5992 -1.0688 -0.2 -0.4 -3.1
H -1.1743 -3.2966 -1.3037 0.6 1.5 0.2
H 0.4178 -2.8874 -1.8268 0.7 -1.5 0.2
H -0.2592 -1.6728 -1.7600 -1.4 -0.1 1.7
C 0.2569 -2.8858 0.3001 0.6 -1.6 -0.6
H 1.0330 -2.2249 0.6473 0.5 0.3 0.1
H -0.4912 -2.9404 1.0623 -0.7 0.2 0.5
C 0.8321 -4.3422 0.0955 -0.7 0.0 -2.4
H 1.1929 -4.8568 0.9622 0.1 0.0 0.6
H 0.0034 -4.9735 -0.4050 1.2 0.9 1.1
H 1.6343 -4.3071 -0.7138 -0.8 0.0 1.2
C 1.2622 1.8850 0.4732 1.3 1.6 -0.8
C 2.1146 0.7669 0.7932 -0.3 0.9 0.6
C 2.3711 0.0384 -0.4098 0.4 0.4 -0.5
C 1.7859 0.7327 -1.5193 -0.3 0.8 0.5
C 1.0669 1.9042 -0.9982 1.9 0.4 0.9
C 0.5135 3.0316 -1.7878 -0.6 0.8 -0.5
C 1.9418 0.4072 -2.9501 0.1 -0.1 -1.5
C 3.3336 -1.0741 -0.5359 0.3 -1.8 0.6
C 2.8074 0.5968 2.1264 -0.4 -0.7 0.5
C 1.0527 3.0958 1.3660 -0.8 0.2 0.8
Bi -0.1579 0.1834 -0.2431 -1.9 -1.4 1.8
H 1.1008 0.7863 -3.5746 0.6 -0.1 0.5
H 2.8752 0.8783 -3.3503 -0.7 -0.4 0.3
H 2.0054 -0.6747 -3.1550 0.1 0.4 0.2
H 0.1628 2.6684 -2.7658 0.1 0.3 0.3
H -0.3453 3.5029 -1.2669 0.5 -0.2 -0.4
H 1.2621 3.8356 -1.9789 -0.3 -0.7 0.3
H 0.8874 2.7936 2.4406 0.2 0.3 -1.1
H 1.9416 3.7832 1.3482 -0.7 -0.8 -0.2
H 0.1589 3.6973 1.0470 0.9 -0.6 0.3
H 3.2404 -0.4241 2.2423 -0.3 0.8 -0.1
H 3.6413 1.3321 2.2036 -0.6 -0.4 -0.1
H 2.1174 0.7557 2.9971 0.6 0.0 -0.9
H 2.9442 -1.8385 -1.2343 0.3 0.3 0.2
H 4.3403 -0.7782 -0.9004 -0.7 0.2 0.1
H 3.4938 -1.6048 0.4444 -0.2 0.6 -1.0
C -4.1190 0.2659 3.3115 0.3 0.4 -0.2
C -3.1922 -0.2888 2.2500 -0.5 -0.7 -2.1
O -2.2789 0.6919 1.6532 0.0 0.9 0.6
H -3.5228 0.6044 4.1840 -0.5 -0.2 -0.4
H -4.7986 -0.5419 3.6127 0.2 0.3 0.1
H -4.7372 1.1066 2.9151 0.5 -0.6 0.3
H -2.5426 -1.0914 2.5875 -0.2 -0.1 0.4
H -3.7560 -0.6859 1.3387 0.4 0.4 1.4
H -2.4606 1.5344 2.1151 0.2 -0.4 -0.4
```
Positions in Å, forces in eV/Å.

E_tot = -23894.4550 eV
Net charge = +2
HOMO-LUMO gap = 0.305 hartree
LUMO = -0.3033 hartree